ORCA calculation (the ωB97M-V functional and the def2-TZVPD basis) on a 2-piece molecular cluster, C2H10NO overall at a distorted geometry.

Output
strongest force on any atom	2.07	eV Å⁻¹
HOMO level	-15.41	eV
energy relative to the best compared isomer or geometry (same formula, charge and spin)	0.800	eV
M	64.1	u
total charge	+1
HOMO-LUMO gap	0.4333	hartree
LUMO level	-3.614	eV

Structure (XYZ):
```
14
C2H10NO | OMol25 | the ωB97M-V functional and the def2-TZVPD basis
C -0.598 -1.252 0.695
H 0.262 -1.765 -1.106
H -0.467 0.925 1.083
C -0.882 0.000 1.501
O 1.606 2.157 -1.653
H 1.827 3.086 -1.514
H 1.396 2.234 -2.587
H -0.202 -0.141 -1.083
H -1.573 -1.664 0.392
N 0.184 -0.920 -0.549
H -0.472 -0.012 2.509
H -0.290 -2.206 1.124
H -1.945 0.231 1.528
H 1.153 -0.673 -0.340
```

What are the natural (NBO) partial charges on each atom? They are as follows, in elementary charge units: -0.251 0.442 0.236 -0.664 -0.960 0.487 0.474 0.454 0.235 -0.661 0.257 0.252 0.251 0.448